1.
{"formula": "C41H38BNO13S", "method": "ωB97M-V with the def2-TZVPD basis set", "elements": ["C", "C", "S", "C", "C", "N", "C", "O", "O", "C", "C", "B", "O", "O", "C", "C", "O", "O", "C", "C", "O", "O", "C", "C", "O", "H", "H", "H", "H", "H", "H", "H", "H", "H", "H", "H", "H", "H", "H", "H", "H", "H", "H", "H", "H", "H", "H", "C", "C", "C", "C", "C", "C", "C", "O", "C", "C", "C", "C", "C", "C", "C", "O", "H", "H", "H", "H", "H", "H", "H", "H", "C", "C", "C", "C", "C", "C", "C", "O", "C", "C", "C", "C", "C", "C", "C", "O", "H", "H", "H", "H", "H", "H", "H", "H"], "xyz": [[2.6741, 0.5715, 4.1049], [1.1852, 0.8721, 3.8623], [0.2734, -0.5743, 3.2450], [-1.1582, -0.6392, 4.3496], [-2.4813, 0.0249, 3.9211], [-2.8449, 1.1664, 4.7795], [-3.6882, -0.9141, 4.1635], [-3.7481, -1.8151, 4.9434], [-4.7053, -0.5555, 3.3548], [-4.2781, 0.5686, 2.5268], [-5.0765, 0.6603, 1.2346], [-5.4191, 2.1742, 0.9473], [-6.3383, 2.8488, 1.7423], [-4.7897, 2.7866, -0.0972], [-2.7520, 0.3282, 2.4193], [-2.0666, 1.4956, 1.7218], [-2.2175, 2.7203, 2.4439], [-0.9270, 3.3049, 2.6323], [-2.5661, -0.9885, 1.5892], [-1.8219, -0.8408, 0.2864], [-2.3359, -0.5544, -0.7545], [-0.4870, -1.0750, 0.4136], [0.3364, -0.6926, -0.6618], [1.2058, 0.4828, -0.3452], [0.3384, -1.3090, -1.6692], [2.9211, -0.4318, 3.7556], [3.3068, 1.2654, 3.5518], [2.9232, 0.6241, 5.1637], [1.0883, 1.6776, 3.1304], [0.7043, 1.2181, 4.7797], [-1.3419, -1.6912, 4.5716], [-0.8352, -0.1835, 5.2849], [-2.7144, 0.9165, 5.7519], [-2.3379, 2.0122, 4.5616], [-4.4482, 1.4472, 3.1474], [-4.5217, 0.2460, 0.3891], [-5.9969, 0.0869, 1.3680], [-5.9822, 3.5507, 2.2910], [-4.9293, 3.7394, -0.1084], [-1.0005, 1.3108, 1.5926], [-2.5125, 1.6355, 0.7311], [-0.6663, 2.9654, 3.5019], [-2.0899, -1.7670, 2.1882], [-3.5461, -1.3577, 1.2969], [1.2205, 1.1450, -1.2096], [2.2199, 0.1024, -0.1925], [0.8969, 1.0054, 0.5563], [-0.2802, -0.1677, -4.9384], [-1.1357, 0.1751, -3.8967], [-1.6579, 1.4560, -3.8225], [-1.3225, 2.4022, -4.7847], [-0.4576, 2.0580, -5.8261], [0.0567, 0.7682, -5.9010], [-0.0560, 3.0538, -6.8585], [0.6874, 2.7566, -7.7692], [-0.5971, 4.4393, -6.7306], [-0.2074, 5.4013, -7.6548], [-0.7033, 6.6903, -7.5613], [-1.5949, 7.0238, -6.5473], [-1.9843, 6.0699, -5.6227], [-1.4839, 4.7761, -5.7075], [-1.9032, 3.7712, -4.6858], [-2.6839, 4.0654, -3.8055], [0.1285, -1.1684, -4.9897], [-1.3978, -0.5523, -3.1406], [-2.3254, 1.7368, -3.0183], [0.7225, 0.5183, -6.7157], [0.4835, 5.1231, -8.4388], [-0.3966, 7.4391, -8.2801], [-1.9848, 8.0310, -6.4793], [-2.6753, 6.3113, -4.8267], [0.6458, -4.3075, 0.7902], [0.6853, -5.3781, 1.6766], [1.9022, -5.8495, 2.1419], [3.0841, -5.2475, 1.7270], [3.0423, -4.1747, 0.8344], [1.8202, -3.7111, 0.3661], [4.2900, -3.5102, 0.3623], [4.2499, -2.5554, -0.3854], [5.5895, -4.0561, 0.8493], [6.7720, -3.4892, 0.3891], [7.9897, -3.9731, 0.8359], [8.0321, -5.0210, 1.7493], [6.8572, -5.5899, 2.2104], [5.6322, -5.1141, 1.7590], [4.3809, -5.7564, 2.2589], [4.4194, -6.6588, 3.0671], [-0.3040, -3.9336, 0.4303], [-0.2346, -5.8434, 2.0060], [1.9530, -6.6793, 2.8335], [1.8049, -2.8862, -0.3311], [6.7204, -2.6733, -0.3188], [8.9098, -3.5340, 0.4730], [8.9853, -5.3945, 2.1001], [6.8717, -6.4063, 2.9195]], "atomic_forces_ev_per_a": [[-0.1, -0.1, -0.2], [0.1, 0.2, 0.0], [0.1, 0.1, 0.3], [0.0, -0.1, -0.1], [-0.1, 0.0, 0.1], [0.1, 0.0, -0.1], [0.0, 0.2, -0.3], [0.0, -0.2, 0.2], [0.1, 0.0, 0.0], [-0.1, 0.0, 0.2], [0.1, 0.0, -0.2], [-0.2, 0.1, -0.1], [0.3, -0.3, 0.2], [0.2, 0.0, 0.3], [-0.5, 0.0, -0.1], [0.2, 0.1, -0.1], [0.0, 0.0, 0.1], [0.0, 0.0, -0.1], [0.2, -0.2, 0.0], [0.1, -0.2, 0.1], [-0.1, 0.3, -0.2], [-0.1, 0.2, -0.1], [-0.1, 0.2, 0.2], [0.2, -0.1, 0.1], [0.1, -0.4, -0.4], [0.0, 0.0, 0.0], [0.0, 0.1, 0.1], [0.0, 0.0, 0.0], [0.0, -0.1, 0.0], [0.0, -0.1, 0.0], [0.0, 0.0, -0.1], [-0.1, -0.1, 0.1], [0.0, 0.0, 0.0], [0.0, 0.0, 0.0], [0.0, 0.1, 0.0], [-0.1, -0.1, 0.0], [0.0, 0.0, 0.0], [-0.1, 0.2, -0.1], [-0.1, 0.0, -0.2], [-0.1, -0.1, 0.1], [0.0, 0.0, 0.0], [0.0, 0.0, 0.0], [0.1, 0.1, -0.1], [0.0, -0.1, 0.1], [0.0, 0.0, 0.0], [0.0, 0.0, 0.0], [-0.1, 0.0, -0.1], [0.0, 0.0, 0.0], [-0.1, 0.0, 0.0], [0.0, 0.0, 0.0], [0.0, 0.0, 0.0], [0.0, 0.0, 0.0], [0.0, 0.0, 0.0], [0.0, 0.0, 0.0], [0.0, 0.0, 0.0], [0.0, 0.0, 0.0], [0.0, 0.1, 0.0], [0.0, 0.0, 0.0], [0.0, 0.0, 0.0], [0.0, 0.1, 0.0], [0.0, 0.0, 0.0], [0.0, 0.0, 0.0], [0.0, 0.0, 0.0], [0.0, 0.0, 0.0], [0.0, 0.0, -0.1], [0.0, 0.0, 0.0], [0.0, 0.0, 0.0], [0.0, 0.0, 0.0], [0.0, 0.0, 0.0], [0.0, 0.0, 0.0], [0.0, 0.0, 0.0], [-0.1, 0.0, 0.0], [0.1, 0.0, 0.0], [-0.1, 0.0, 0.0], [0.0, 0.0, 0.0], [0.0, 0.0, 0.0], [-0.1, 0.0, 0.0], [0.0, 0.0, 0.0], [0.0, 0.0, 0.0], [0.0, 0.0, 0.0], [0.1, 0.0, 0.0], [0.0, 0.0, 0.0], [0.0, 0.0, 0.0], [0.1, 0.0, 0.0], [0.0, 0.0, 0.0], [0.0, 0.0, 0.0], [0.0, 0.0, 0.0], [0.0, 0.0, 0.0], [0.0, 0.0, 0.0], [0.0, 0.0, 0.0], [0.0, 0.0, 0.0], [0.0, 0.0, 0.0], [0.0, 0.0, 0.0], [0.0, 0.0, 0.0], [0.0, 0.0, 0.0]], "mulliken_charge": [-1.1659, -0.2186, 0.2288, -2.1652, 1.1965, -0.5445, 0.3186, -0.6209, -0.4354, -0.6504, -1.0827, 0.6442, -0.6058, -0.4453, 2.4889, -1.4358, -0.3178, -0.4400, -1.1320, -0.2895, -0.5777, 0.5044, 0.5507, -0.9249, -0.4996, 0.3057, 0.3235, 0.2862, 0.1150, 0.4537, 0.4572, 0.5778, 0.3970, 0.2394, 0.7400, 0.1017, 0.3183, 0.3158, 0.2383, -0.1382, 0.6949, 0.3108, 0.8475, 0.5125, 0.3483, 0.2716, -0.0006, -0.7280, -0.5025, -0.8868, 0.2944, 0.2921, -0.6912, 0.6618, -0.6719, 0.2089, -0.5862, -0.4696, -0.4894, -0.5505, 0.1118, 0.5447, -0.6825, 0.4661, 0.6515, 0.7687, 0.4663, 0.4713, 0.4004, 0.3982, 0.4748, -0.3239, -0.7770, -0.6268, 0.3848, 0.0191, -0.6463, 0.5818, -0.6738, 0.1630, -0.4969, -0.5062, -0.4839, -0.5595, 0.1429, 0.6007, -0.6616, 0.5016, 0.4341, 0.4979, 0.6231, 0.4784, 0.4022, 0.3987, 0.4782], "total_charge": 0, "gap_ev": 7.99, "total_energy_ev": -82754.23259, "smiles": "CCSC[C@]1(N)C(=O)O[C@H](CB(O)O)[C@]1(COO)CC(=O)OC(C)=O.O=C1c2ccccc2C(=O)c2ccccc21.O=C1c2ccccc2C(=O)c2ccccc21"}

=====

2.
{"formula": "C41H38ClInNO2P2", "method": "ωB97M-V with the def2-TZVPD basis set", "elements": ["In", "N", "P", "C", "C", "C", "C", "C", "C", "C", "C", "C", "C", "C", "C", "P", "C", "C", "C", "C", "C", "C", "C", "C", "C", "C", "C", "C", "H", "H", "H", "H", "H", "H", "H", "H", "H", "H", "H", "H", "H", "H", "H", "H", "H", "H", "H", "H", "H", "Cl", "C", "C", "C", "C", "C", "C", "C", "H", "H", "H", "H", "H", "H", "C", "C", "C", "C", "C", "C", "C", "C", "C", "C", "O", "O", "H", "H", "H", "H", "H", "H", "H", "H", "H", "H", "H"], "xyz": [[1.0522, -0.2644, 1.4110], [-0.4459, -2.4057, -0.4910], [1.1236, -1.9088, -0.6018], [2.1973, -3.3293, -0.8741], [3.3109, -3.2821, -1.6820], [4.1770, -4.3999, -1.7267], [4.0420, -5.5422, -0.9339], [2.8739, -5.5737, -0.1704], [2.0001, -4.5301, -0.1738], [1.3071, -1.0400, -2.1299], [2.3373, -0.0989, -2.2744], [2.7079, 0.3944, -3.5344], [1.9963, 0.0191, -4.6630], [0.9461, -0.8896, -4.5275], [0.6214, -1.4715, -3.2862], [-1.3285, -1.5648, 0.7810], [-2.2896, -2.9827, 1.4581], [-1.5012, -4.1413, 1.6720], [-2.1433, -5.3174, 1.9370], [-3.5216, -5.4285, 2.0165], [-4.2535, -4.2778, 1.7555], [-3.6883, -3.0313, 1.5404], [-2.5384, -0.5693, -0.0852], [-2.9425, 0.6754, 0.4852], [-3.8927, 1.3917, -0.1865], [-4.5442, 0.9874, -1.3554], [-3.9366, -0.1568, -1.9151], [-2.9895, -0.9419, -1.2786], [-0.8007, -3.1165, -1.0213], [3.5732, -2.4269, -2.2299], [5.0501, -4.2308, -2.4320], [4.7182, -6.3970, -1.0480], [2.6071, -6.4998, 0.3247], [1.0556, -4.5823, 0.3354], [3.0077, 0.1608, -1.4474], [3.4949, 1.1242, -3.5870], [2.1172, 0.4187, -5.6057], [0.2906, -1.1022, -5.3886], [-0.0776, -2.2476, -3.2148], [-0.4427, -4.2194, 1.6312], [-1.5805, -6.2294, 2.0714], [-3.9182, -6.4530, 2.1684], [-5.3077, -4.2753, 1.8614], [-4.1952, -2.0976, 1.3124], [-2.4782, 1.0706, 1.3556], [-4.1631, 2.2794, 0.3108], [-5.3204, 1.5101, -1.8517], [-4.2724, -0.3645, -2.9217], [-2.5627, -1.8304, -1.7387], [1.7096, 2.3104, 4.5632], [0.0758, 1.6458, 4.4588], [-0.9752, 2.4718, 4.7958], [-2.2635, 1.9425, 4.7166], [-2.4701, 0.6290, 4.3915], [-1.3901, -0.1198, 4.0164], [-0.0730, 0.3223, 4.0691], [1.0446, -0.5237, 3.6126], [-0.8628, 3.5096, 5.0216], [-3.1232, 2.6459, 4.9551], [-3.4988, 0.2622, 4.5467], [-1.4215, -1.0862, 3.5199], [0.8387, -1.5594, 3.8617], [2.0936, -0.2190, 3.9396], [1.0522, 6.9463, -2.4990], [1.2801, 5.6402, -1.7811], [2.2046, 5.4762, -0.7192], [2.3055, 4.2409, -0.0455], [3.2826, 4.1415, 1.0925], [1.4680, 3.2125, -0.4169], [0.3643, 3.4700, -1.3690], [-0.6800, 2.4325, -1.7012], [0.4137, 4.5900, -2.0659], [1.4249, 1.9667, 0.3196], [2.4530, 1.3089, 0.6712], [0.2531, 1.5200, 0.6106], [0.4222, 6.7892, -3.3561], [1.9945, 7.4525, -2.8241], [0.6524, 7.7309, -1.8658], [2.7037, 6.3450, -0.3878], [3.6250, 3.1335, 1.1951], [2.8192, 4.4937, 2.0280], [4.0652, 4.7963, 0.7594], [-0.2097, 1.4961, -2.0063], [-1.3555, 2.8141, -2.4959], [-1.3550, 2.2089, -0.8268], [-0.3407, 4.7512, -2.8357]], "atomic_forces_ev_per_a": [[0.1, -0.7, 1.4], [0.6, 2.4, 2.8], [0.7, 0.1, -0.5], [0.2, -0.8, 0.5], [0.6, -1.6, 0.7], [1.6, 1.0, -1.0], [-0.6, 0.9, -1.1], [0.4, -1.3, -0.2], [-1.1, 1.2, 0.2], [0.6, 0.4, -1.5], [0.7, -0.3, -0.3], [-0.6, -0.1, 0.4], [-1.2, -1.0, 2.0], [-0.9, -0.4, 0.4], [1.7, 1.8, -0.2], [-0.2, -1.0, -0.5], [1.2, -0.2, -0.4], [-1.5, 0.6, 0.1], [-0.1, -1.2, 0.4], [0.2, -0.1, -0.7], [-0.8, 0.1, 1.0], [2.0, 0.0, -0.6], [0.9, 1.7, 3.1], [0.4, -1.9, -1.5], [-1.2, 0.5, 0.4], [3.1, -2.0, 0.8], [-1.7, 0.9, -1.2], [-0.8, -0.5, -2.2], [-1.3, -2.2, -1.6], [0.2, 1.0, -0.8], [-1.0, -0.7, 1.0], [-0.3, 0.5, 0.3], [0.0, 0.2, 0.3], [-0.1, -0.4, 0.5], [-0.6, 0.1, 0.0], [0.3, 0.1, -0.1], [0.8, 0.9, -1.8], [0.6, -0.1, 0.4], [-1.2, -0.8, 0.0], [0.7, 0.6, -0.1], [0.3, 0.0, 0.1], [-0.2, 1.1, 0.0], [-1.0, -0.3, -0.2], [-0.5, -0.4, 0.2], [0.2, 0.2, 0.7], [-0.5, 1.2, 0.3], [-0.5, 0.5, -0.3], [0.1, -0.6, -0.1], [-0.4, 0.2, -0.2], [-0.4, 0.0, -0.1], [1.2, 0.7, 0.5], [-0.8, -0.7, -0.7], [-0.7, 2.2, 1.0], [-1.4, 0.0, 0.4], [1.0, -1.5, -0.9], [-0.3, 1.2, 0.1], [1.6, 0.1, -0.5], [0.4, 0.4, 0.2], [1.1, -1.2, -0.2], [0.7, -0.2, -0.7], [-0.8, -0.3, 0.7], [0.2, -0.2, -0.1], [-1.7, -0.4, -0.2], [1.7, 0.6, 0.1], [0.9, 0.4, 1.4], [-2.0, -0.8, -1.5], [0.1, 0.8, -0.3], [-0.7, 0.4, -0.5], [-2.2, 0.8, -1.1], [1.7, -3.2, 2.0], [-1.2, 0.2, 0.5], [-0.6, 2.3, -1.6], [-0.2, 0.2, 0.1], [-0.5, -0.2, -0.1], [0.5, -0.5, 0.2], [-0.3, 0.1, -0.3], [-0.4, -0.8, 0.0], [-0.6, -0.2, 0.3], [0.9, 0.6, 0.4], [0.4, -0.4, 0.3], [0.3, -0.1, -0.3], [0.8, 0.2, 0.6], [-0.2, -0.1, -0.1], [0.6, -0.3, 0.2], [0.9, 0.3, -0.9], [0.1, 0.0, 0.1]], "mulliken_charge": [1.3048, 0.2393, 0.3192, 0.6434, -0.8661, -0.4419, -0.6826, -0.5803, -0.5896, 0.9513, -0.1945, -0.8558, -0.7291, -0.7158, -0.4543, 0.1966, 0.9791, -0.8483, -0.4778, -0.7109, -0.5963, -0.9375, 1.0675, -1.0454, -0.1366, -1.0330, -0.6452, -0.2288, 0.4050, 0.4447, 0.3079, 0.3901, 0.4015, 0.3347, 0.4905, 0.4834, 0.4917, 0.3548, 0.4392, 0.4524, 0.4175, 0.3571, 0.4250, 0.5399, 0.4540, 0.4792, 0.4715, 0.4099, 0.3266, -0.2138, 1.0318, -0.8726, -0.0491, -1.2773, 0.2802, -0.2466, -1.7761, 0.4802, 0.3180, 0.3930, 0.5243, 0.4237, 0.5703, -1.4960, 0.7018, -0.9635, 1.2602, -1.7967, 0.1259, 0.3244, -0.9089, -0.8228, 1.4102, -0.8798, -0.7510, 0.3865, 0.3562, 0.3248, 0.5398, 0.2771, 0.2778, 0.5200, -0.0177, 0.4698, -0.0187, 0.2868], "total_charge": 1, "gap_ev": 7.92, "relative_energy_kj_mol": 219.1, "total_energy_ev": -84987.82288}